This record from the OMol25 dataset describes a 11-piece molecular cluster, C40H111N9O13 overall at a distorted geometry. The level of theory is wB97M-V/def2-TZVPD.

Geometry as XYZ:
```
173
Properties=species:S:1:pos:R:3:forces:R:3
H -38.928123 -31.261572 -18.025865 0.60 -0.23 -0.04
H -29.446385 -32.976123 -21.629336 0.33 0.84 -0.25
H -35.251649 -31.206771 -22.711507 0.31 0.30 0.11
H -24.726633 -33.436158 -23.043549 -0.12 0.04 -0.39
H -29.906199 -29.517249 -21.846066 -0.03 0.82 0.69
H -34.743851 -26.144948 -20.683338 -0.52 0.01 0.54
H -29.939614 -29.206339 -19.040563 -0.95 0.04 -0.20
H -33.956715 -24.874640 -19.617744 -0.13 0.25 -0.75
C -37.876628 -30.198111 -21.020591 1.06 0.28 -1.06
H -25.910052 -31.567024 -18.615538 0.60 0.32 -0.01
C -27.136481 -34.081185 -18.603378 -1.07 -0.39 -0.76
H -35.471325 -38.616368 -17.693358 -0.23 -0.02 0.04
H -30.380351 -27.432572 -20.747673 -0.19 -0.05 0.28
H -30.086662 -35.776754 -25.979088 0.60 -0.03 0.13
H -33.981800 -35.471630 -21.253925 0.04 0.29 -0.48
H -34.479958 -29.075527 -25.177675 0.32 0.14 0.20
C -31.103064 -27.777463 -21.488642 0.58 0.18 -0.46
O -33.045240 -29.077319 -26.712010 -1.02 0.26 0.04
H -33.623737 -35.880694 -23.616956 0.03 0.10 -0.02
C -26.995122 -29.790852 -21.667773 0.47 -0.95 -0.21
H -38.178459 -33.308151 -19.532311 -0.33 0.11 0.19
O -30.526050 -37.473664 -24.874909 0.54 -0.23 0.32
C -23.818326 -36.509192 -23.815619 -0.84 -1.58 0.11
H -28.853123 -36.796236 -23.821250 -0.23 0.28 0.07
H -36.132800 -39.261346 -19.275194 -0.57 0.29 0.46
H -24.329047 -37.379170 -24.249813 -0.27 0.11 0.03
H -31.436789 -36.900827 -22.793793 -0.53 0.43 0.59
H -27.919255 -28.369112 -24.022937 0.41 0.16 0.50
O -26.654363 -33.182791 -19.575597 1.00 -0.17 0.08
H -28.514020 -36.568347 -18.145778 0.73 0.52 0.37
C -33.966130 -29.772361 -25.848579 0.33 0.93 -0.31
C -35.416936 -38.602656 -18.781862 0.09 -0.71 -0.90
H -26.710095 -27.778440 -22.061991 0.32 0.05 0.05
O -34.344428 -34.040288 -24.342642 -0.23 -0.39 0.63
C -26.147605 -35.459529 -23.304714 0.74 -1.55 -0.19
C -30.813310 -26.027250 -26.365954 0.57 -0.94 1.12
H -29.076761 -33.802479 -19.410618 -0.14 -0.01 0.31
H -30.876670 -33.625703 -23.632700 0.42 -0.16 -0.06
H -26.519954 -34.968390 -18.391163 0.70 0.39 -0.11
H -24.825545 -33.019906 -18.580324 -0.04 0.10 0.21
H -35.681989 -34.966234 -21.258977 0.09 -0.41 0.00
H -32.688157 -34.197230 -18.987383 -0.14 -1.08 -0.32
H -30.403541 -36.579494 -21.340162 0.18 0.01 -0.18
H -34.443523 -36.407449 -17.768591 -0.51 -0.40 0.15
C -27.709436 -29.440225 -23.888496 -1.50 0.86 -1.32
H -33.439845 -35.432209 -25.380250 0.29 -0.99 0.22
H -25.274983 -27.531731 -19.786330 -0.37 -0.22 0.30
O -32.721805 -26.141939 -20.648414 0.54 0.39 0.11
H -29.890478 -36.224753 -18.898627 -0.55 0.86 -0.07
N -28.761389 -38.511380 -21.797358 0.46 -0.15 -0.73
H -29.116271 -30.649025 -19.287624 -0.01 -0.38 0.06
H -29.272515 -37.304822 -26.562414 0.02 -0.02 0.05
C -34.673234 -35.037902 -19.312078 -0.81 1.82 -1.67
C -30.501583 -32.728359 -21.773385 0.93 -0.61 0.10
H -26.456217 -29.705721 -15.516837 -0.30 -0.29 -0.46
N -32.620776 -26.471297 -27.887800 -0.14 -0.38 0.92
H -22.918092 -36.473071 -24.424963 0.19 0.64 0.33
H -23.645269 -34.384932 -22.416118 0.26 -0.21 -0.16
H -25.146550 -29.314924 -19.963194 -0.04 0.11 0.22
C -29.429842 -37.710493 -24.019429 0.34 -0.18 0.41
H -37.032624 -35.783061 -25.812378 -0.07 0.04 -0.01
C -26.718370 -28.407369 -21.160818 -0.12 0.44 -0.08
C -30.882960 -37.335968 -21.955839 -0.45 -0.30 -1.33
H -30.485214 -30.765844 -14.595481 0.18 -0.19 -0.24
H -27.968133 -29.733159 -17.472026 0.11 -0.26 -0.02
H -28.171640 -34.451006 -24.612472 -0.51 0.35 0.11
H -24.520014 -28.168555 -21.153409 -0.18 -0.41 -0.34
H -30.767026 -31.774996 -21.316907 -0.07 -0.22 0.46
C -34.544282 -36.486901 -18.859521 1.78 1.89 0.18
H -32.960253 -25.693508 -27.325601 -0.29 0.05 -0.24
H -33.866500 -33.226394 -19.253097 -0.22 0.20 0.29
H -28.701772 -38.386342 -24.483022 -0.13 -0.25 -0.04
O -36.136960 -35.442429 -25.811391 0.67 0.02 -0.78
H -38.855458 -30.130283 -21.493834 -0.26 -0.08 0.38
H -30.562157 -39.145793 -22.849318 0.76 -0.56 -0.29
C -27.532683 -33.692845 -24.156931 1.36 0.19 -0.99
H -26.037205 -30.105892 -22.103563 -0.18 -0.21 -0.40
H -31.315873 -25.549622 -25.517383 -0.69 0.23 -0.49
C -35.716790 -30.848390 -21.790177 0.63 0.25 -0.53
H -33.523206 -36.764516 -19.171244 -0.19 -0.74 -0.36
H -35.297393 -37.218128 -24.929125 0.46 0.16 -1.09
H -27.183877 -30.537775 -20.892545 -0.27 0.29 0.26
N -38.800544 -30.653327 -18.826257 -1.01 0.61 -0.63
N -27.287256 -29.725779 -14.943470 -0.21 0.09 0.72
C -29.617897 -30.121835 -14.444753 -0.54 -0.35 0.07
H -32.801099 -32.497627 -23.176819 0.24 -0.37 -0.06
H -39.306548 -32.725017 -20.771554 -0.01 0.51 -0.13
H -29.205628 -30.356767 -13.464212 -0.07 0.19 0.07
H -26.160709 -36.022567 -22.367580 0.21 0.21 0.22
H -33.400114 -27.121216 -27.976360 -0.05 0.16 -0.28
O -29.916554 -30.414608 -17.410841 -0.61 -0.52 0.53
H -35.666257 -34.694147 -18.995102 0.20 0.07 0.62
H -28.354677 -31.343479 -15.751866 -0.02 -0.21 0.60
H -34.485695 -39.095481 -19.092249 0.42 0.54 0.18
N -24.030624 -34.124171 -23.321866 -0.14 -0.16 0.21
C -28.412738 -34.660672 -19.259282 -0.58 1.76 0.03
H -33.937125 -26.429543 -19.014753 -0.54 -0.69 -0.34
H -35.227542 -29.948879 -21.394502 0.23 -0.04 -0.16
C -34.694260 -34.756154 -20.827751 -0.81 -2.23 -0.87
H -29.470243 -35.221087 -17.450345 -0.08 -0.10 0.00
H -24.990819 -32.176587 -20.104205 -0.05 0.54 0.12
C -30.796793 -32.595308 -23.256938 -1.72 -1.93 -0.35
O -32.066619 -32.013245 -23.570977 0.48 0.97 0.13
H -27.862966 -26.924875 -20.520120 -0.17 0.10 0.50
C -37.877698 -31.181387 -19.853231 -1.86 -0.80 0.93
H -32.746537 -28.109018 -20.072328 0.12 -0.21 -0.03
H -33.372459 -30.484906 -25.277723 -0.51 -0.45 0.07
H -27.441396 -28.778402 -14.620461 -0.07 -0.02 0.03
H -34.491971 -33.763984 -21.225357 0.43 0.21 0.74
H -30.482881 -25.291975 -27.093900 -0.13 0.01 -0.04
H -23.626804 -36.838464 -22.790939 0.38 0.31 0.05
C -25.353374 -28.373409 -20.474581 0.48 0.46 -0.24
N -27.747686 -27.897532 -20.250713 -0.18 0.19 -0.27
O -26.823741 -34.256020 -23.075502 -0.13 0.35 0.42
C -28.853736 -29.688824 -16.823558 -0.23 0.20 -0.95
O -28.058438 -29.920864 -22.619916 1.12 -0.07 0.51
N -30.874132 -29.187905 -21.776188 -0.39 -1.20 -0.23
C -32.538967 -27.502122 -20.958862 0.47 -0.45 -0.33
H -34.990459 -33.891242 -25.047057 -0.02 0.48 0.17
N -28.185281 -35.186197 -20.608494 0.44 -1.60 1.13
H -26.831530 -33.345403 -24.930803 0.13 -0.41 -0.17
H -28.950810 -39.106543 -21.002124 -0.31 -0.11 -0.15
C -33.950108 -25.904259 -19.976997 1.11 0.11 0.31
H -27.331650 -33.548024 -17.666762 -0.19 -0.14 0.08
H -27.671249 -34.605507 -21.261478 0.00 0.58 0.33
H -36.968332 -31.268371 -19.257507 0.56 0.01 -0.83
H -29.886499 -27.147613 -23.257746 0.11 -0.51 0.32
H -26.705881 -29.628412 -24.274475 0.13 -0.38 0.51
H -34.780058 -30.139231 -26.469287 0.38 -0.69 -0.09
C -25.510505 -32.413195 -19.177219 -0.88 -0.97 -0.24
H -30.888700 -25.928576 -22.557615 -0.18 -0.02 -0.09
C -29.106355 -35.669521 -18.371145 -0.03 -1.24 -0.45
H -37.506499 -32.840868 -21.019287 -0.56 -0.41 -0.56
H -31.632608 -27.210256 -23.495187 0.00 -0.08 0.02
C -30.848496 -27.005798 -22.762911 -0.35 1.74 -0.17
C -38.322283 -32.579840 -20.335083 2.25 -0.20 0.31
H -29.941901 -26.389439 -25.807636 0.26 -0.29 -0.54
C -30.033121 -30.272117 -18.796809 1.98 0.69 -0.46
H -28.450558 -29.839346 -24.590153 0.27 -0.48 0.02
C -34.092948 -35.453788 -24.498598 -0.27 1.42 -1.49
H -39.727818 -30.676372 -19.250054 -0.03 0.35 0.09
H -26.627461 -36.136366 -24.023264 -0.62 0.29 0.01
H -31.540277 -37.951652 -21.341567 -0.14 0.25 0.12
H -30.545992 -34.606682 -21.124346 0.19 0.20 -0.18
C -30.153334 -36.866116 -26.092292 -1.48 0.39 0.06
H -31.054361 -36.986418 -26.699882 0.38 -0.20 -0.43
H -29.077213 -28.614158 -16.778510 -0.27 0.05 0.24
C -24.715604 -35.305206 -23.882400 -0.32 1.25 -0.11
H -24.931023 -35.181188 -24.949869 0.45 0.67 -0.09
H -27.532086 -35.934051 -20.355517 -0.04 -0.32 -0.92
H -27.966023 -32.735922 -23.873978 -0.63 -0.48 0.56
H -30.853426 -30.809144 -19.259465 -0.43 0.30 0.50
H -28.568096 -37.589031 -21.419720 0.26 -0.11 0.13
N -33.679337 -34.105056 -18.790884 0.15 0.57 1.62
H -37.585803 -29.192981 -20.705918 -0.01 0.01 0.31
H -31.025338 -27.699643 -27.756901 0.39 -0.23 0.45
H -32.868847 -27.348844 -25.456724 -0.96 -0.61 0.13
H -30.046249 -32.127446 -23.887612 0.07 0.54 0.44
H -36.044637 -36.158863 -23.931742 0.38 0.58 0.30
H -33.238402 -27.787055 -21.756024 -0.14 -0.20 0.01
H -35.544563 -31.642064 -21.053582 -0.62 -0.05 0.08
C -28.534765 -30.299931 -15.481435 1.05 0.42 -0.62
H -28.644379 -28.318129 -20.469455 0.06 -0.14 -0.01
C -32.314468 -28.114500 -26.028958 0.84 1.37 0.38
C -31.622023 -27.157891 -27.017944 0.18 0.34 -0.99
O -37.034622 -30.544225 -22.164720 -0.85 -0.63 1.53
C -35.398086 -36.127059 -24.826363 -1.18 -1.35 2.21
H -30.044090 -29.116173 -14.474701 0.35 0.18 0.17
O -35.570569 -37.303814 -19.316584 0.30 -0.27 0.20
C -29.912782 -38.284652 -22.687300 -0.41 0.77 1.31
H -31.690612 -28.592870 -25.260622 0.52 0.01 -0.33
H -31.123760 -29.362345 -22.748727 -0.72 -0.06 0.16
O -31.139476 -33.846181 -21.108579 -0.88 0.82 -0.36
```
Positions in Å, forces in eV/Å.

Summary:
E: -3061.2097 Ha
ΔE to the lowest compared entry with this formula, charge and spin: 158.6 kcal per mole
M: 926.38 g/mol
HOMO energy: -8.51 eV
LUMO: 0.01865 hartree